Entry 1:
The following is a quantum chemistry calculation of a cluster of 9 separate species, C32H54O23S2 in total in a non-equilibrium geometry, from the OMol25 dataset.

Structure (XYZ):
```
111
Properties=species:S:1:pos:R:3:forces:R:3:lowdin_charge:R:1
C 1.567 -9.139 3.763 -0.984 -0.412 1.839 -0.040
C 1.904 -8.213 2.690 1.538 -1.294 -1.098 -0.356
C 1.410 -6.825 2.801 -1.193 0.024 0.767 -0.115
O 2.548 -6.020 3.008 0.458 0.643 -0.327 0.077
C 3.681 -6.773 2.909 1.460 0.720 0.558 -0.535
O 4.819 -6.365 3.026 -2.289 -0.535 -0.308 0.139
O 3.334 -8.046 2.748 0.516 -0.634 -0.941 0.099
H 1.830 -8.705 4.727 0.090 -0.034 0.175 0.101
H 2.048 -10.115 3.687 -0.094 0.116 -0.236 0.101
H 0.482 -9.237 3.756 -0.127 -0.410 0.113 0.099
H 1.565 -8.726 1.791 0.657 0.400 -0.637 0.157
H 0.807 -6.858 3.708 -0.313 0.872 -0.007 0.132
H 0.804 -6.560 1.934 0.266 0.555 0.096 0.142
C -3.835 8.942 -4.261 0.073 -0.003 0.016 -0.026
C -5.017 8.486 -5.052 -0.473 -0.541 -1.887 -0.335
C -4.932 8.849 -6.551 0.440 2.532 0.385 -0.118
O -5.183 7.722 -7.312 -0.579 -0.414 -0.599 0.085
C -5.290 6.655 -6.537 -0.026 -2.416 0.051 -0.473
O -5.465 5.523 -6.991 0.484 3.264 2.284 0.125
O -5.123 7.078 -5.198 -0.139 -2.595 -0.803 0.051
H -4.045 9.980 -4.007 0.182 -0.024 0.450 0.094
H -2.913 8.947 -4.843 -0.006 -0.284 0.019 0.087
H -3.733 8.294 -3.391 0.108 0.360 0.180 0.093
H -5.945 8.805 -4.577 -0.040 0.179 -0.086 0.151
H -3.932 9.194 -6.812 0.122 0.078 0.127 0.130
H -5.618 9.654 -6.815 -0.143 -0.130 -0.131 0.136
C 1.088 -8.580 -5.840 -0.696 0.873 0.177 -0.025
C 2.444 -8.176 -5.239 -1.824 -0.838 -0.856 -0.313
C 2.465 -7.971 -3.739 0.089 0.625 0.584 -0.056
O 3.606 -8.767 -3.313 -1.815 1.636 1.554 0.109
C 4.011 -9.473 -4.314 2.623 -2.534 -1.582 -0.621
O 4.977 -10.193 -4.305 -0.733 0.392 0.263 0.145
O 3.249 -9.327 -5.407 0.593 0.462 -0.272 0.090
H 1.101 -9.022 -6.836 0.711 0.286 -0.077 0.085
H 0.473 -7.682 -5.907 -0.194 0.058 -0.059 0.082
H 0.508 -9.304 -5.267 0.376 0.012 0.526 0.085
H 2.817 -7.284 -5.742 0.437 -0.277 -0.305 0.153
H 1.508 -8.237 -3.289 0.287 -0.689 0.308 0.131
H 2.657 -6.949 -3.412 0.132 0.000 -0.260 0.134
C -1.041 2.992 -1.184 0.196 -0.404 -0.556 -0.021
C -0.133 1.840 -0.813 -0.230 1.110 0.233 -0.360
C -0.641 1.215 0.481 -0.335 1.511 -0.060 -0.123
O -0.595 -0.134 0.224 0.730 -3.083 0.113 0.082
C -0.387 -0.394 -1.062 0.427 -2.374 -4.214 -0.454
O -0.331 -1.485 -1.684 -0.361 4.079 3.266 0.096
O -0.245 0.812 -1.752 -0.363 -2.220 0.282 0.066
H -2.041 2.565 -1.251 -0.198 0.260 0.356 0.092
H -0.856 3.353 -2.196 0.391 0.336 0.206 0.088
H -0.956 3.763 -0.418 -0.242 0.167 -0.238 0.095
H 0.930 2.077 -0.781 0.017 0.416 0.290 0.157
H -1.702 1.413 0.633 0.059 0.616 0.246 0.137
H -0.046 1.530 1.338 -0.085 -0.405 0.094 0.144
C -8.485 3.389 2.301 0.277 1.360 -0.500 -0.018
C -7.645 4.671 2.645 -1.637 -1.340 0.455 -0.290
C -7.990 5.314 4.026 0.442 -1.161 -0.735 -0.052
O -6.717 5.169 4.707 -0.887 1.312 1.370 0.066
C -5.741 4.764 3.888 1.670 0.548 0.433 -0.567
O -4.542 4.856 4.075 -2.415 -0.428 -0.068 0.140
O -6.323 4.243 2.825 1.239 -0.401 -1.937 0.076
H -9.536 3.675 2.339 -0.124 -0.287 0.203 0.080
H -8.253 2.510 2.903 -0.056 0.367 0.356 0.089
H -8.289 3.116 1.264 0.095 0.001 -0.024 0.077
H -7.734 5.375 1.818 0.273 0.060 0.024 0.148
H -8.791 4.729 4.479 0.423 -0.222 0.531 0.122
H -8.374 6.335 4.014 0.704 0.177 -0.122 0.129
C -6.010 -3.457 2.143 -0.146 0.375 -0.716 -0.024
C -4.991 -4.582 2.378 -1.037 0.420 0.059 -0.334
C -5.593 -5.711 3.175 0.349 -0.609 1.290 -0.055
O -5.391 -6.914 2.383 -1.242 -0.746 2.538 0.112
C -4.728 -6.624 1.326 1.082 0.203 -4.505 -0.586
O -4.328 -7.333 0.411 -0.785 0.901 2.529 0.127
O -4.650 -5.279 1.227 1.245 0.784 -2.216 0.079
H -6.285 -2.940 3.063 0.366 -0.033 0.163 0.086
H -6.963 -3.743 1.699 0.000 -0.904 0.169 0.087
H -5.702 -2.716 1.405 0.684 0.109 0.276 0.082
H -4.070 -4.188 2.806 -0.082 0.107 0.192 0.154
H -6.649 -5.532 3.379 0.068 -0.490 -0.015 0.135
H -5.007 -5.858 4.083 -0.485 -0.119 0.243 0.135
C 5.149 -0.360 6.562 0.672 -0.603 0.576 -0.016
C 3.999 0.288 5.807 0.801 -1.362 0.781 -0.320
C 3.304 1.313 6.645 -0.843 -1.628 2.714 -0.169
O 3.383 2.522 5.998 -0.064 -0.408 -1.332 0.094
C 4.180 2.294 4.896 0.759 4.517 0.016 -0.537
O 4.531 3.262 4.258 -0.388 -1.918 -0.079 0.139
O 4.606 1.059 4.812 0.153 0.271 -1.548 0.117
H 5.626 0.361 7.225 -0.029 0.394 -0.224 0.088
H 5.948 -0.722 5.914 -0.277 -0.028 -0.318 0.091
H 4.936 -1.180 7.248 -0.665 -0.143 -0.263 0.089
H 3.285 -0.394 5.347 0.259 -0.236 -0.061 0.159
H 3.800 1.352 7.615 0.151 0.420 0.092 0.128
H 2.317 0.926 6.896 -0.531 0.714 -0.377 0.137
C 6.471 -1.561 -2.506 0.208 -0.422 0.689 -0.272
S 8.091 -0.704 -2.582 -0.064 -1.362 -1.974 0.834
O 8.769 -1.215 -3.867 -0.966 0.940 2.011 -0.574
C 7.384 0.883 -3.010 0.335 0.495 -0.502 -0.295
H 5.875 -1.550 -3.419 0.393 0.334 -0.168 0.060
H 5.884 -1.172 -1.674 0.038 0.306 -0.012 0.046
H 6.667 -2.599 -2.238 0.213 -0.024 -0.179 0.044
H 6.945 0.735 -3.997 -0.188 0.120 0.060 0.055
H 8.207 1.591 -3.115 0.052 -0.057 0.020 0.047
H 6.676 1.291 -2.289 -0.020 -0.333 0.058 0.055
C 5.270 9.215 -0.603 0.109 -0.279 -0.427 -0.276
S 4.791 9.193 -2.375 3.274 0.710 -0.483 0.848
O 5.762 10.184 -3.074 -1.946 -1.688 1.111 -0.595
C 5.479 7.486 -2.780 -0.942 0.712 -0.558 -0.247
H 6.345 9.103 -0.460 0.076 0.094 -0.468 0.056
H 4.813 8.338 -0.145 -0.364 0.291 0.230 0.042
H 4.973 10.175 -0.180 -0.269 -0.241 0.019 0.045
H 4.973 7.296 -3.726 0.016 -0.232 -0.042 0.028
H 5.176 6.712 -2.074 0.055 0.217 0.142 0.043
H 6.546 7.480 -3.004 -0.010 0.413 0.483 0.055
```
Positions in Å, forces in eV/Å.

HOMO-LUMO gap: 8.836 eV
HOMO energy: -0.330 Ha
Charge: 0
Energy above the lowest of the compared OMol25 structures with the same formula, charge and spin: 4.0991 eV

=====

Entry 2:
The following is a quantum chemistry calculation of the molecule C32H55BBr2N2O10 in a non-equilibrium geometry, from the OMol25 dataset.

Structure (XYZ):
```
102
Properties=species:S:1:pos:R:3:forces:R:3:lowdin_charge:R:1
C 1.322 1.269 6.589 0.105 0.133 0.218 -0.139
C 2.558 1.208 5.510 -0.356 -0.373 0.013 -0.266
C 2.655 2.502 4.502 0.065 -0.323 0.352 -0.227
C 1.239 2.932 3.795 -0.096 -0.005 -0.421 -0.222
C 0.546 1.722 2.888 -0.296 0.181 0.561 -0.205
C -1.108 1.759 3.012 0.090 -0.106 -0.410 -0.202
C -1.864 0.846 1.861 -0.034 -0.113 -0.317 -0.225
C -2.836 -0.324 2.481 -0.187 0.628 -0.301 -0.215
C -2.132 -1.831 2.509 -1.041 0.321 0.552 -0.211
C -0.614 -1.826 3.128 -0.636 -0.475 -0.701 -0.219
C 0.095 -3.339 3.140 -0.086 1.042 0.251 -0.196
C 1.525 -3.210 3.938 -0.392 -1.359 0.519 -0.221
C 2.856 -3.474 3.016 0.596 1.166 -0.146 -0.205
C 3.022 -2.407 1.754 0.091 0.336 0.385 -0.218
C 3.750 -3.103 0.460 0.092 -0.345 -0.240 -0.221
C 2.731 -3.761 -0.642 -0.538 -0.786 0.705 -0.211
C 1.508 -2.763 -1.085 -0.131 -0.233 -1.214 -0.214
C 1.452 -2.460 -2.723 0.178 0.126 0.355 -0.197
C 0.090 -1.522 -2.978 0.543 -1.666 -0.047 -0.154
C 0.363 -0.226 -3.942 0.399 -2.840 -2.469 -0.137
N 0.108 1.130 -3.248 2.594 -1.083 -0.244 -0.298
C 1.003 1.131 -1.985 1.717 0.435 3.887 -0.117
O 2.346 0.583 -2.188 -0.909 1.064 0.329 -0.192
C 3.331 1.247 -1.318 0.829 1.695 0.997 -0.174
C 3.896 2.664 -1.964 0.336 0.356 0.758 -0.215
C 5.522 2.879 -1.727 -0.077 0.635 -0.896 -0.139
N -1.166 1.059 -2.750 -7.077 0.425 -1.342 0.076
C -2.170 1.261 -3.634 -2.466 1.022 -6.580 0.033
O -3.107 1.353 -4.613 14.994 4.349 8.434 0.051
C 0.524 2.323 -4.029 2.927 1.900 -2.183 -0.567
Br 0.236 2.168 -6.051 1.481 -1.915 1.145 0.651
C 0.022 3.794 -3.670 -0.292 1.451 0.144 -0.646
C -0.659 4.155 -2.262 0.222 1.229 0.873 -0.173
Br -1.301 4.355 -5.121 -0.266 1.348 1.959 0.584
H 0.671 2.251 6.507 1.419 -2.008 0.110 0.071
H 0.616 0.352 6.390 1.303 1.813 0.655 0.069
H 1.773 1.231 7.690 -1.197 -0.051 -2.374 0.083
H 2.401 0.230 4.866 0.488 1.954 1.249 0.079
H 3.551 1.063 6.138 -1.900 0.433 -1.601 0.110
H 3.448 2.215 3.659 -1.623 0.855 1.796 0.114
H 3.040 3.410 5.153 -0.648 -1.728 -1.531 0.115
H 1.461 3.860 3.086 -0.533 -1.906 1.542 0.112
H 0.442 3.288 4.595 1.766 -0.756 -1.591 0.101
H 0.872 1.832 1.748 -0.689 -0.301 2.372 0.100
H 0.912 0.685 3.307 -0.641 2.035 -1.011 0.081
H -1.459 2.886 2.908 0.671 -2.349 0.369 0.116
H -1.455 1.318 4.059 0.924 1.190 -2.073 0.112
H -1.054 0.319 1.201 -1.380 0.984 1.080 0.079
H -2.511 1.516 1.123 1.427 -1.275 1.660 0.111
H -3.834 -0.307 1.828 2.185 -0.446 1.446 0.118
H -3.160 0.040 3.554 0.691 -0.961 -1.981 0.107
H -2.847 -2.488 3.203 1.660 1.228 -1.534 0.121
H -2.201 -2.278 1.425 0.397 0.823 2.063 0.113
H 0.046 -1.126 2.435 -1.250 -1.339 1.738 0.083
H -0.711 -1.398 4.238 0.524 -0.871 -2.398 0.128
H 0.313 -3.696 2.041 -0.653 0.673 2.074 0.106
H -0.641 -4.094 3.679 1.632 1.533 -1.211 0.120
H 1.522 -2.190 4.523 0.375 -1.880 -1.305 0.096
H 1.521 -4.065 4.771 0.149 1.903 -1.692 0.117
H 3.802 -3.281 3.716 -1.974 -0.894 -1.525 0.119
H 2.880 -4.552 2.522 -0.178 2.141 1.417 0.118
H 1.953 -1.976 1.554 2.025 -0.829 -0.044 0.073
H 3.699 -1.469 2.051 -1.512 -2.078 -0.363 0.116
H 4.438 -3.977 0.894 -1.312 1.965 -1.072 0.120
H 4.430 -2.328 -0.104 -1.241 -1.434 1.206 0.102
H 3.295 -4.216 -1.591 -1.071 1.267 2.090 0.122
H 2.232 -4.707 -0.114 1.028 1.985 -1.136 0.113
H 0.489 -3.321 -0.836 2.050 1.506 -0.309 0.124
H 1.564 -1.689 -0.573 -0.136 -2.459 -0.888 0.102
H 1.415 -3.468 -3.355 -0.126 2.154 1.491 0.123
H 2.432 -1.902 -3.077 -2.018 -0.994 0.869 0.107
H -0.678 -2.270 -3.504 1.496 2.074 1.035 0.139
H -0.355 -1.298 -1.925 0.738 -0.039 -2.111 0.099
H 1.442 -0.262 -4.456 -2.278 0.354 1.636 0.154
H -0.372 -0.403 -4.868 1.373 1.283 2.222 0.137
H 0.496 0.522 -1.092 0.606 1.188 -2.466 0.164
H 1.164 2.218 -1.549 -0.891 -1.939 -1.392 0.139
H 4.271 0.576 -1.062 -2.345 0.877 -0.933 0.143
H 2.830 1.546 -0.280 0.971 -0.916 -2.074 0.133
H 3.708 2.753 -3.117 0.179 -0.386 2.219 0.106
H 3.333 3.541 -1.389 1.172 -1.678 -1.513 0.115
H 5.794 3.276 -0.654 -0.615 -1.125 -2.089 0.086
H 6.138 1.918 -2.034 -1.337 1.905 0.874 0.088
H 5.861 3.730 -2.483 -0.687 -1.765 1.651 0.085
H 1.720 2.355 -3.972 -2.814 -0.402 -0.010 0.123
H 0.936 4.547 -3.829 -2.013 -1.957 0.274 0.132
H 0.196 4.168 -1.428 -1.950 -0.254 -1.633 0.091
H -1.035 5.288 -2.313 0.936 -2.552 -0.079 0.102
H -1.592 3.530 -1.931 2.111 0.998 -0.803 0.092
B -7.302 -1.215 -3.537 -0.913 -0.465 0.235 -0.918
O -7.501 0.137 -3.006 1.416 0.616 -0.475 0.258
C -6.403 0.841 -3.316 -3.010 3.150 2.453 -0.367
O -6.237 2.014 -3.021 0.252 -1.502 -0.526 0.150
C -5.476 0.009 -4.036 1.132 -3.088 -1.657 -0.275
O -4.384 0.352 -4.461 -7.499 -5.804 0.544 0.072
O -5.986 -1.222 -4.183 1.193 1.847 0.090 0.276
O -7.367 -2.214 -2.466 -0.429 -0.186 -0.479 0.238
C -8.364 -3.054 -2.777 1.069 -2.299 4.058 -0.385
O -8.692 -4.010 -2.092 0.437 1.432 -1.118 0.147
C -8.971 -2.654 -4.020 -2.815 0.280 -3.920 -0.384
O -9.904 -3.211 -4.575 1.448 0.768 0.954 0.149
O -8.358 -1.561 -4.495 0.052 -0.509 0.516 0.242
```
Positions in Å, forces in eV/Å.

HOMO-LUMO gap: 7.878 eV
HOMO energy: -0.338 Ha
Charge: 0

=====

Q: What is the formula in the first record?
A: C32H54O23S2

=====

Q: Number 2 is which compound?
A: C32H55BBr2N2O10

=====

Q: Which of these has the lowest HOMO energy?
A: C32H55BBr2N2O10

=====

Q: Look up the charge of the first one.
A: 0